Below is 2 unconnected molecules or ions with the total composition CH4FP at a distorted geometry, with properties calculated with ωB97M-V/def2-TZVPD.

Element x y z (Å)
1 C -0.5284 0.2645 0.5800
2 F 1.8503 0.7914 -0.5228
3 P 1.0924 -0.4763 0.1654
4 H -0.6200 0.9598 1.3055
5 H -1.1397 -0.5163 0.8520
6 H -1.0443 0.8049 -0.2334
7 H 0.3898 -1.8281 -2.1467

F_max ... 0.0726 hartree/bohr
Energy relative to the best compared isomer or geometry (same formula, charge and spin) ... 78.8 kcal/mol
Calculated total energy ... -13104.819 eV
E_HOMO (alpha / beta) ... -8.4 / -10.1 eV
HOMO-LUMO gap (alpha / beta) ... 7.90 / 9.41 eV